DFT (wB97M-V/def2-TZVPD) results for a 2-piece molecular cluster, C7H10O2Si overall in a non-equilibrium geometry.

The value obtained for the frontier orbital gap is 0.3428 hartree. The calculation puts the total energy at -712.542126 Ha. Its SMILES is C=C1O[Si@@]1(C)C(C)=O.C#C. The value obtained for the relative energy (zero: lowest compared OMol25 entry of this formula, charge and spin) is 7.641 eV.

```
20
Properties=species:S:1:pos:R:3:lowdin_charge:R:1
C -2.33747 -1.42306 -1.40215 0.00
C -3.28123 -0.75871 -1.13922 0.01
C -0.68924 0.80469 1.36898 -0.44
C 1.99927 -0.69897 0.00236 -0.42
C -1.11900 -0.58122 1.97199 -0.03
C 3.21590 -1.17202 -0.06191 0.00
C 0.93473 2.18328 -1.04003 -0.17
O -1.15282 1.90196 1.56471 0.03
O 0.78914 -0.87268 -0.61556 -0.16
Si 0.77911 0.67162 0.07901 0.70
H -1.60132 -2.08528 -1.74084 0.02
H -0.15264 -1.05610 2.01016 0.06
H -1.58236 -0.25222 2.86036 0.06
H -1.91586 -0.93710 1.29581 0.07
H 3.95900 -0.62344 0.45400 0.04
H -4.15833 -0.18992 -1.01640 0.02
H 3.29915 -2.20401 -0.41229 0.07
H -0.04104 2.47443 -1.39890 0.01
H 1.46334 3.12066 -0.84137 0.03
H 1.59168 1.69810 -1.93871 0.09
```